Here is C27H30IrN3O5P2 as an isolated structure in a non-equilibrium geometry from the Open Molecules 2025 dataset. Energies are from ωB97M-V with the def2-TZVPD basis set.

As for the total charge: +2. The value obtained for the HOMO energy (alpha / beta) is -13.74 / -13.74 eV. The value obtained for the energy above the lowest of the compared OMol25 structures with the same formula, charge and spin is 51.83 kcal per mole. For the LUMO energy (alpha / beta), the calculation gives -7.17 / -7.17 eV. Its largest force on an atom is 0.0518 Eh/bohr. The value obtained for the molar mass is 730.7 g mol⁻¹.

Positions of all 68 atoms, in Å:
Ir -0.591 0.063 -0.082
O -0.779 2.039 0.191
N -1.944 2.521 -0.143
N -2.760 1.688 -0.591
O -2.423 0.399 -0.794
C -4.119 2.077 -0.945
C -4.551 3.356 -0.633
C -5.838 3.707 -1.002
C -6.658 2.798 -1.659
C -6.197 1.522 -1.949
C -4.911 1.145 -1.591
H -3.912 4.055 -0.113
H -6.200 4.700 -0.771
H -7.661 3.086 -1.942
H -6.835 0.815 -2.461
H -4.544 0.154 -1.810
N -0.558 -1.770 -1.117
C 0.732 -2.458 -1.313
C 0.781 -3.832 -1.438
C 2.007 -4.427 -1.710
C 3.150 -3.655 -1.865
C 3.089 -2.278 -1.706
C 1.877 -1.666 -1.400
P 1.702 0.069 -0.920
C 2.790 1.151 -1.843
C 2.477 1.406 -3.181
C 3.340 2.159 -3.956
C 4.507 2.664 -3.394
C 4.814 2.416 -2.064
C 3.954 1.663 -1.277
C 2.302 0.087 0.813
C 2.075 1.239 1.574
C 2.558 1.320 2.872
C 3.273 0.262 3.415
C 3.508 -0.882 2.662
C 3.019 -0.976 1.370
H -0.843 -1.407 -2.030
H -1.275 -2.437 -0.839
H -0.115 -4.436 -1.354
H 2.063 -5.502 -1.821
H 4.094 -4.131 -2.096
H 3.987 -1.678 -1.798
H 1.563 1.016 -3.617
H 3.105 2.355 -4.993
H 5.177 3.261 -3.997
H 5.726 2.808 -1.636
H 4.199 1.478 -0.239
H 1.549 2.085 1.147
H 2.380 2.214 3.455
H 3.657 0.329 4.425
H 4.086 -1.694 3.081
H 3.206 -1.872 0.794
C -3.646 -0.970 1.636
O -2.365 -1.555 1.998
P -1.031 -0.723 1.875
O 0.048 -1.686 2.457
C 0.140 -3.109 2.206
O -1.056 0.505 2.831
C -1.174 0.363 4.282
H -4.401 -1.546 2.160
H -3.788 -1.046 0.561
H -3.689 0.072 1.952
H 0.802 -3.505 2.969
H 0.575 -3.271 1.222
H -0.842 -3.568 2.286
H -1.454 1.343 4.649
H -0.209 0.059 4.678
H -1.942 -0.369 4.525